1.
{
  "formula": "C23H41F3IrNSSbSi4",
  "method": "ωB97M-V/def2-TZVPD",
  "total_charge": 1,
  "orbital_gap_ev": 7.10,
  "energy_ha": -3156.0581,
  "species": ["Ir", "F", "C", "F", "F", "C", "C", "C", "C", "N", "C", "S", "H", "H", "H", "C", "Si", "C", "C", "Sb", "Si", "C", "C", "C", "Si", "C", "C", "C", "H", "H", "H", "H", "H", "H", "H", "H", "H", "H", "H", "H", "H", "H", "H", "H", "H", "H", "H", "H", "H", "H", "H", "H", "H", "H", "H", "C", "Si", "C", "C", "C", "C", "C", "C", "C", "H", "H", "H", "H", "H", "H", "H", "H", "H", "H", "H"],
  "xyz": [[0.097208, -0.852993, -0.104323], [4.488782, -3.459629, -1.182074], [3.660922, -3.849778, -2.160199], [3.746141, -2.936112, -3.139170], [4.112447, -5.009809, -2.640607], [2.247992, -3.970621, -1.659131], [1.590662, -5.188345, -1.580054], [0.303875, -5.252710, -1.069390], [-0.298617, -4.088114, -0.634696], [0.318636, -2.911044, -0.724167], [1.574952, -2.842779, -1.220475], [2.075311, -1.162303, -1.078366], [2.093888, -6.086183, -1.912722], [-0.222558, -6.192867, -1.003623], [-1.300053, -4.081459, -0.227318], [0.395588, 4.455480, -2.548603], [1.074960, 2.800972, -2.010511], [1.428925, 1.722926, -3.492575], [2.551060, 2.965313, -0.878256], [-0.707064, 1.585931, -0.589458], [-1.438905, 3.268636, 1.236283], [-0.000319, 3.438681, 2.422512], [-1.800057, 4.941566, 0.485196], [-3.004463, 2.592638, 2.012001], [-2.773213, 1.068972, -2.030805], [-2.219025, -0.144256, -3.341465], [-3.376450, 2.681800, -2.754924], [-4.041712, 0.292664, -0.896358], [1.159368, 4.968229, -3.139876], [0.143452, 5.099579, -1.708238], [-0.490715, 4.349298, -3.175562], [2.221561, 2.176616, -4.093302], [0.548558, 1.623772, -4.129962], [1.756117, 0.725124, -3.201140], [3.381117, 3.434575, -1.411916], [2.888946, 1.989242, -0.523744], [2.324453, 3.583132, -0.007535], [0.832072, 3.944193, 1.928116], [0.368855, 2.488315, 2.801706], [-0.296230, 4.050825, 3.278274], [-0.899603, 5.428113, 0.112765], [-2.221270, 5.585181, 1.262418], [-2.524832, 4.893215, -0.328462], [-2.976330, 1.519674, 2.197059], [-3.857329, 2.805418, 1.363922], [-3.187950, 3.092738, 2.966442], [-1.451024, 0.278660, -3.990308], [-3.065174, -0.433456, -3.969545], [-1.811985, -1.051423, -2.888526], [-2.673535, 3.084695, -3.485553], [-3.541223, 3.437570, -1.985819], [-4.328422, 2.517288, -3.266480], [-3.636443, -0.586265, -0.389745], [-4.913431, -0.026655, -1.472758], [-4.384951, 0.990721, -0.132275], [2.206150, 0.300394, 2.353856], [0.664986, -0.741221, 2.127885], [-0.767473, -0.142650, 3.188362], [0.995413, -2.520944, 2.641443], [2.170321, -2.883089, 3.304073], [2.372814, -4.181523, 3.753046], [1.400566, -5.147725, 3.543558], [0.221752, -4.809767, 2.890922], [0.029142, -3.510403, 2.450994], [2.384374, 0.492084, 3.415866], [2.115096, 1.264240, 1.851173], [3.081730, -0.207790, 1.947242], [-0.482564, -0.314336, 4.230704], [-1.685454, -0.708354, 3.012696], [-0.988200, 0.914318, 3.065879], [2.946802, -2.145650, 3.472335], [3.290028, -4.438842, 4.266493], [1.555974, -6.159480, 3.894562], [-0.545972, -5.558344, 2.737976], [-0.908476, -3.255842, 1.964280]],
  "atomic_forces_ev_per_a": [[-1.407, -0.309, -0.938], [0.039, 0.013, 0.065], [-0.022, 0.007, -0.018], [-0.002, 0.046, -0.052], [0.015, -0.074, -0.027], [-0.054, 0.034, -0.003], [0.069, -0.025, -0.017], [-0.071, 0.003, -0.038], [-0.104, 0.087, -0.192], [0.751, 0.072, 0.513], [-0.222, 0.124, 0.213], [0.364, -0.070, -0.044], [0.001, 0.002, -0.005], [-0.004, 0.003, 0.017], [0.013, -0.024, 0.044], [0.075, -0.041, 0.014], [-0.030, -0.053, -0.098], [-0.009, 0.047, 0.046], [-0.050, -0.012, -0.033], [0.383, 0.306, 0.461], [0.024, 0.009, 0.068], [-0.041, -0.005, -0.056], [-0.016, -0.063, -0.045], [0.042, 0.038, -0.021], [-0.008, -0.015, -0.029], [-0.009, 0.046, 0.039], [-0.029, -0.087, -0.016], [0.050, 0.028, -0.023], [-0.004, 0.002, -0.015], [0.009, 0.003, 0.003], [-0.008, -0.022, 0.007], [0.005, 0.012, 0.003], [-0.005, 0.017, -0.002], [0.001, -0.010, -0.007], [0.004, 0.000, -0.009], [0.001, -0.003, -0.009], [-0.004, 0.002, 0.003], [-0.005, 0.016, 0.000], [0.000, 0.011, 0.020], [-0.017, 0.015, -0.007], [0.010, 0.005, 0.021], [-0.006, -0.014, 0.019], [0.003, 0.000, -0.007], [0.008, -0.002, -0.002], [-0.001, -0.002, -0.003], [0.002, 0.011, 0.001], [0.004, 0.007, 0.005], [-0.010, -0.003, 0.003], [-0.008, -0.012, -0.001], [0.021, -0.003, 0.012], [-0.005, -0.009, 0.013], [-0.001, 0.010, -0.013], [-0.006, -0.013, -0.011], [0.000, -0.002, -0.012], [0.005, 0.005, 0.004], [-0.099, -0.004, 0.117], [0.331, -0.133, 0.031], [0.016, -0.070, -0.087], [0.070, 0.128, 0.118], [0.065, 0.014, -0.095], [0.007, -0.024, -0.026], [0.004, -0.001, -0.002], [0.020, -0.020, -0.005], [-0.115, 0.034, 0.096], [0.024, 0.002, 0.001], [-0.014, -0.004, -0.006], [-0.020, -0.018, -0.032], [-0.003, 0.000, 0.007], [0.012, -0.025, -0.016], [-0.012, -0.005, 0.000], [-0.006, 0.001, 0.015], [0.002, 0.003, 0.001], [-0.001, 0.000, 0.002], [-0.004, 0.005, 0.002], [-0.016, 0.010, 0.036]]
}

---

2.
{
  "formula": "C12H11BrNP",
  "method": "ωB97M-V/def2-TZVPD",
  "orbital_gap_ev": 8.91,
  "energy_ha": -3433.8956,
  "species": ["C", "C", "C", "C", "C", "C", "C", "C", "C", "C", "C", "C", "N", "P", "Br", "H", "H", "H", "H", "H", "H", "H", "H", "H", "H", "H"],
  "xyz": [[0.863672, 3.110097, -1.363746], [0.957162, -1.912621, 2.856453], [1.359898, 1.884458, -1.797222], [-0.432406, 3.262104, -0.922017], [-0.060591, -1.018434, 3.013540], [1.140176, -2.523465, 1.660457], [0.658077, 0.736595, -1.489403], [-1.142741, 2.151047, -0.613338], [-0.791614, -0.639980, 1.908116], [0.412331, -2.176489, 0.526665], [-0.547500, 0.938627, -0.894350], [-0.549040, -1.218984, 0.652374], [-1.015562, -1.572913, -1.951093], [-1.635023, -0.554566, -0.685832], [-1.531427, -0.979942, -3.596679], [1.567237, 3.971197, -1.594272], [1.485476, -2.239937, 3.684251], [2.372087, 1.668830, -2.225881], [-0.740633, 4.205914, -0.706101], [-0.254185, -0.509871, 3.876381], [2.000604, -3.241781, 1.650092], [0.819019, -0.318058, -1.709413], [-2.113958, 2.045684, -0.262799], [-1.610677, 0.051377, 2.158763], [0.402949, -2.512720, -0.483349], [-1.613330, -2.606169, -1.691596]],
  "atomic_forces_ev_per_a": [[2.226, 0.981, -2.125], [-0.924, -0.126, -0.115], [1.814, -1.407, 0.363], [1.598, -0.742, 0.444], [-0.068, 0.275, -2.424], [2.224, -1.549, -1.235], [-0.588, 0.211, -0.176], [1.091, -1.390, -0.849], [-0.653, -0.046, 0.575], [-0.407, 0.269, 0.209], [-2.188, -1.581, -0.098], [-1.827, 1.162, 1.040], [-1.729, -4.451, 1.805], [0.514, 0.693, 1.157], [-0.469, 0.216, -1.137], [-1.356, -0.786, 0.544], [1.229, -0.452, 1.445], [-0.892, 1.088, 0.267], [-1.149, 2.584, 0.527], [-0.384, 0.914, 2.486], [-1.064, 0.466, -0.470], [1.072, 0.451, -0.318], [-1.761, 0.750, 0.682], [0.280, -0.135, -0.855], [1.201, -1.111, -0.389], [2.212, 3.714, -1.353]]
}

---

Result set for ΔE to the lowest compared entry with this formula, charge and spin: 22.0 1.5 kcal/mol, one per record in the order listed.